1.
{
  "formula": "C44H46As2N3O2RuS3",
  "method": "ωB97M-V/def2-TZVPD",
  "species": ["Ru", "N", "C", "C", "C", "O", "O", "H", "H", "H", "H", "H", "H", "S", "C", "C", "C", "C", "C", "C", "As", "C", "C", "C", "C", "C", "C", "C", "C", "C", "C", "C", "C", "H", "H", "H", "H", "H", "H", "H", "H", "H", "H", "H", "H", "H", "H", "S", "C", "C", "C", "C", "C", "C", "As", "C", "C", "C", "C", "C", "C", "C", "C", "C", "C", "C", "C", "H", "H", "H", "H", "H", "H", "H", "H", "H", "H", "H", "H", "H", "H", "C", "C", "N", "C", "S", "N", "C", "C", "H", "H", "H", "H", "H", "H", "H", "H", "H", "H", "H", "H"],
  "xyz": [[-0.502439, 0.053976, 0.136885], [3.347723, -0.798769, -1.309624], [3.833354, -0.573341, 0.057058], [3.661477, 0.888616, 0.436889], [2.211080, 1.318484, 0.327462], [1.902555, 2.394078, -0.188991], [1.376226, 0.463504, 0.810343], [3.303533, -1.790853, -1.508366], [3.970137, -0.377348, -1.989572], [4.882004, -0.866018, 0.198788], [3.222079, -1.185402, 0.720982], [4.260816, 1.541407, -0.199602], [3.983796, 1.049366, 1.469700], [-1.115952, 0.376492, 2.430121], [-0.472511, 1.968618, 2.840860], [-0.092528, 2.248988, 4.153273], [0.388776, 3.503512, 4.495097], [0.506103, 4.500291, 3.535770], [0.119432, 4.237052, 2.228805], [-0.374023, 2.986985, 1.888579], [-0.992786, 2.514010, 0.122829], [-2.920765, 2.743995, 0.294298], [-3.688450, 2.773154, -0.865536], [-5.064398, 2.923592, -0.790204], [-5.683225, 3.041201, 0.447120], [-4.920172, 3.007800, 1.605295], [-3.540757, 2.860537, 1.531311], [-0.652677, 4.139806, -0.913359], [-1.506969, 5.223739, -0.705172], [-1.301557, 6.423662, -1.370315], [-0.244461, 6.555687, -2.260706], [0.612125, 5.484638, -2.462169], [0.416228, 4.287859, -1.786189], [-0.166407, 1.468592, 4.900918], [0.687615, 3.699332, 5.517657], [0.898720, 5.473292, 3.800310], [0.209948, 5.006701, 1.472456], [-3.214954, 2.681019, -1.837909], [-5.651927, 2.944926, -1.699774], [-6.757642, 3.161113, 0.507573], [-5.397761, 3.098378, 2.572903], [-2.953000, 2.835045, 2.439443], [-2.337284, 5.146492, -0.017672], [-1.972941, 7.253501, -1.189605], [-0.087636, 7.488075, -2.787859], [1.448157, 5.576138, -3.144142], [1.124104, 3.482859, -1.919025], [-2.719718, -0.499079, -0.303265], [-3.067615, -0.162356, -2.003163], [-4.393169, -0.008737, -2.411165], [-4.685249, 0.316287, -3.725146], [-3.665311, 0.500124, -4.651676], [-2.345871, 0.322894, -4.261203], [-2.048572, -0.019934, -2.948526], [-0.281694, -0.436861, -2.282741], [-0.201852, -2.330274, -2.717780], [1.034537, -2.934417, -2.921773], [1.116623, -4.300088, -3.151636], [-0.037333, -5.070671, -3.174377], [-1.272021, -4.470697, -2.970931], [-1.355865, -3.104700, -2.740528], [0.926449, 0.266871, -3.619315], [0.956218, -0.239008, -4.917495], [1.818623, 0.309774, -5.854431], [2.660729, 1.357060, -5.498146], [2.647603, 1.847051, -4.201113], [1.784858, 1.299415, -3.260630], [-5.186409, -0.113902, -1.681278], [-5.717671, 0.445081, -4.025885], [-3.897141, 0.774545, -5.672428], [-1.547106, 0.456288, -4.979952], [1.935870, -2.329977, -2.907142], [2.082292, -4.762068, -3.314491], [0.025583, -6.136532, -3.352861], [-2.175199, -5.067482, -2.990394], [-2.323062, -2.646265, -2.576835], [0.313759, -1.065530, -5.196900], [1.837186, -0.082746, -6.863238], [3.333998, 1.781260, -6.232253], [3.315105, 2.649777, -3.913081], [1.803797, 1.640961, -2.231389], [2.554236, -3.333377, 2.932740], [1.568914, -2.218267, 3.236464], [0.175301, -2.662473, 3.156569], [-0.566363, -2.551309, 2.063404], [0.141702, -2.273262, 0.507277], [-1.887849, -2.684494, 2.141516], [-2.668390, -2.648099, 3.370483], [-2.852593, -4.023867, 3.997025], [3.576107, -2.969463, 3.049447], [2.426740, -3.681094, 1.907462], [2.413876, -4.179832, 3.606928], [1.684910, -1.377229, 2.551356], [1.712708, -1.837810, 4.248487], [-0.303537, -2.818511, 4.029218], [-2.366287, -2.525257, 1.262503], [-3.632156, -2.209516, 3.114890], [-2.196049, -1.945713, 4.062914], [-3.354596, -4.697365, 3.302785], [-3.455844, -3.949219, 4.902151], [-1.896166, -4.477889, 4.263113]],
  "atomic_forces_ev_per_a": [[-0.613, -0.234, -0.217], [0.031, -0.032, 0.162], [0.012, -0.040, -0.044], [0.028, 0.031, 0.088], [-0.286, 0.050, -0.117], [0.096, -0.253, 0.107], [0.354, 0.147, -0.152], [0.076, 0.034, 0.057], [0.004, 0.010, -0.034], [-0.014, 0.002, -0.004], [-0.006, 0.001, -0.004], [0.001, 0.009, -0.003], [0.032, -0.024, -0.007], [0.003, 0.034, 0.107], [-0.006, 0.006, -0.040], [0.008, 0.002, 0.007], [0.000, -0.005, 0.000], [0.001, -0.010, -0.004], [-0.011, -0.009, 0.016], [-0.038, -0.026, 0.031], [-0.011, 0.007, 0.076], [0.022, 0.023, 0.037], [0.002, 0.055, 0.001], [0.006, 0.007, -0.005], [0.004, -0.004, 0.005], [-0.006, -0.009, -0.003], [-0.029, 0.014, -0.012], [-0.017, -0.053, 0.012], [0.022, 0.025, -0.027], [0.034, -0.004, -0.026], [-0.025, -0.051, 0.038], [-0.009, 0.029, -0.027], [0.134, -0.155, -0.085], [0.001, 0.001, 0.002], [-0.002, 0.001, 0.001], [0.001, 0.001, 0.002], [0.003, -0.003, -0.011], [0.001, 0.023, 0.008], [-0.002, 0.002, 0.001], [-0.001, -0.001, 0.001], [-0.001, 0.001, 0.000], [0.002, 0.006, 0.004], [-0.035, -0.042, 0.022], [0.004, 0.004, -0.007], [0.002, 0.005, 0.003], [-0.001, 0.007, -0.006], [-0.155, 0.121, 0.013], [0.332, 0.122, 0.044], [0.035, -0.018, -0.044], [0.007, -0.027, -0.005], [-0.003, 0.003, -0.011], [-0.005, 0.008, 0.006], [-0.026, 0.016, 0.018], [-0.033, -0.018, 0.036], [0.117, 0.139, 0.110], [0.017, -0.014, 0.017], [0.034, 0.038, 0.001], [0.009, -0.003, -0.003], [-0.008, 0.009, 0.002], [0.018, -0.008, 0.001], [0.013, -0.004, -0.018], [0.034, 0.114, 0.014], [-0.026, 0.029, 0.055], [0.048, 0.033, -0.021], [-0.022, -0.051, -0.041], [-0.014, -0.009, 0.025], [-0.007, -0.091, 0.064], [0.008, -0.005, -0.001], [-0.002, 0.001, -0.001], [0.001, 0.000, -0.001], [-0.018, 0.005, -0.001], [-0.120, -0.053, -0.066], [0.001, -0.004, 0.001], [0.000, 0.001, -0.002], [0.001, 0.000, 0.001], [-0.002, 0.001, 0.002], [0.001, -0.018, 0.005], [0.002, 0.002, 0.000], [-0.001, 0.000, -0.003], [0.002, 0.011, 0.000], [-0.012, 0.008, -0.139], [0.005, 0.010, -0.013], [0.011, 0.025, 0.005], [0.015, -0.019, 0.026], [-0.042, 0.027, -0.060], [0.020, 0.043, 0.047], [-0.020, 0.044, -0.040], [0.004, -0.015, 0.011], [0.002, 0.001, -0.001], [0.001, 0.002, -0.005], [-0.004, 0.002, 0.003], [0.004, 0.003, 0.004], [0.002, -0.006, 0.001], [-0.002, -0.006, 0.004], [-0.002, 0.001, 0.002], [0.012, -0.023, 0.011], [0.003, -0.012, -0.002], [-0.004, 0.007, -0.007], [-0.003, -0.001, 0.002], [0.004, 0.002, 0.002], [-0.003, -0.007, -0.002]],
  "gap_ev": [7.40, 6.29],
  "lumo_ev": [0.34, -0.68],
  "spin_multiplicity": 2,
  "homo_ev": [-7.060, -6.970],
  "energy_ev": -211708.6339,
  "e_above_lowest_kj_mol": 0.00
}

2.
{
  "formula": "C44H46BClF6N5OS",
  "method": "ωB97M-V/def2-TZVPD",
  "species": ["C", "C", "C", "N", "B", "N", "O", "C", "N", "N", "C", "S", "N", "C", "Cl", "C", "C", "H", "H", "H", "H", "H", "H", "H", "H", "H", "H", "H", "H", "H", "H", "H", "H", "F", "C", "C", "C", "C", "C", "C", "H", "H", "H", "H", "H", "F", "C", "C", "C", "C", "C", "C", "H", "H", "H", "H", "H", "F", "C", "C", "C", "C", "C", "C", "H", "H", "H", "H", "H", "F", "C", "C", "C", "C", "C", "C", "H", "H", "H", "H", "H", "F", "C", "C", "C", "C", "C", "C", "H", "H", "H", "H", "H", "F", "C", "C", "C", "C", "C", "C", "H", "H", "H", "H", "H"],
  "xyz": [[0.004040, 4.802496, 1.368302], [-0.370606, 3.450121, 1.300885], [-0.295117, 2.748857, -0.117762], [-1.372567, 1.750683, -0.398337], [-1.262461, 0.505031, 0.429923], [-1.883394, 0.280360, 1.763974], [-0.518813, -0.607170, -0.131783], [-2.700831, 2.329533, -0.380560], [-3.366956, 2.506568, -1.700116], [-2.609860, 1.727162, -2.631576], [-3.247116, 0.617038, -2.787494], [-3.882390, -0.897952, -2.743065], [-3.371165, 2.709523, 0.683251], [-4.740342, 3.274593, 0.706231], [-4.888388, 4.871182, -0.209107], [-5.879171, 2.210112, 0.281667], [-6.402229, 1.549631, 1.669999], [0.165985, 5.374766, 0.410155], [0.093893, 5.364361, 2.343298], [-0.738269, 2.977769, 2.258680], [-0.191288, 3.533364, -0.938296], [0.691233, 2.164008, -0.136721], [-1.245615, 0.589157, 2.510565], [-1.951285, -0.746500, 1.874062], [0.434228, -0.396215, -0.162537], [-3.135015, 3.484402, -1.976798], [-2.910916, 2.578405, 1.600506], [-4.983187, 3.541401, 1.789982], [-5.466908, 1.344210, -0.320861], [-6.785707, 2.706432, -0.176641], [-6.646859, 0.450810, 1.566697], [-5.606899, 1.618871, 2.494411], [-7.297134, 2.130102, 2.085382], [2.348064, 0.301767, -0.843942], [3.415936, -0.295387, -0.270872], [3.903661, 0.199282, 0.927382], [4.998635, -0.415568, 1.524108], [5.599321, -1.511003, 0.910769], [5.104123, -1.996201, -0.294632], [4.001638, -1.388019, -0.887290], [3.428067, 1.058464, 1.386597], [5.383817, -0.041212, 2.465637], [6.455820, -1.987001, 1.375117], [5.575788, -2.847284, -0.772827], [3.596988, -1.758423, -1.822295], [0.373680, 1.116315, 5.385478], [0.153660, -0.198775, 5.570121], [1.152111, -1.106079, 5.254715], [0.925652, -2.464441, 5.449654], [-0.299632, -2.899800, 5.947282], [-1.296048, -1.979134, 6.256069], [-1.067076, -0.619800, 6.071883], [2.096332, -0.749059, 4.860392], [1.702466, -3.182982, 5.213001], [-0.476852, -3.959675, 6.094372], [-2.250969, -2.319895, 6.639866], [-1.828437, 0.111889, 6.315157], [-4.208389, -5.021706, 3.025685], [-4.800048, -4.602504, 1.897276], [-6.139775, -4.885601, 1.685884], [-6.753776, -4.446446, 0.518278], [-6.018705, -3.738707, -0.429030], [-4.672693, -3.465075, -0.207188], [-4.060186, -3.894238, 0.964929], [-6.693356, -5.444663, 2.430606], [-7.803271, -4.655852, 0.346068], [-6.497857, -3.400396, -1.341830], [-4.099610, -2.917317, -0.946757], [-3.015049, -3.682658, 1.158057], [0.805637, 5.636947, -7.098274], [-0.001379, 5.581670, -6.031430], [-0.233088, 4.361673, -5.417332], [-1.067061, 4.305291, -4.306654], [-1.667844, 5.468393, -3.829746], [-1.431074, 6.686943, -4.458353], [-0.588870, 6.745719, -5.562110], [0.236771, 3.467084, -5.807966], [-1.249471, 3.357129, -3.813203], [-2.323185, 5.424073, -2.964336], [-1.902548, 7.590490, -4.088629], [-0.386044, 7.686649, -6.058832], [4.183676, -5.433208, -0.631588], [3.319637, -5.449164, 0.396852], [3.045881, -6.646572, 1.037362], [2.155170, -6.660313, 2.105166], [1.540714, -5.478835, 2.512537], [1.820378, -4.283648, 1.857404], [2.719230, -4.267721, 0.797747], [3.527267, -7.556957, 0.700852], [1.939234, -7.590159, 2.618761], [0.842304, -5.491605, 3.342816], [1.337857, -3.364580, 2.172659], [2.955044, -3.345055, 0.283292], [8.100482, -0.136294, -1.978923], [7.577540, 0.254826, -3.152376], [6.250199, -0.025633, -3.431642], [5.706753, 0.383438, -4.644421], [6.499901, 1.058684, -5.567893], [7.833344, 1.330221, -5.277761], [8.374756, 0.931201, -4.060783], [5.650872, -0.559450, -2.703913], [4.666710, 0.175783, -4.870202], [6.076460, 1.373571, -6.515550], [8.451106, 1.852527, -5.999426], [9.408476, 1.141819, -3.814514]],
  "atomic_forces_ev_per_a": [[-1.035, -2.273, -0.136], [0.535, 3.416, -0.576], [1.526, 0.417, 0.887], [-2.447, 0.669, 1.732], [1.343, -2.481, -0.046], [0.460, -0.218, -1.117], [-0.733, 2.270, 1.133], [0.246, 0.384, -1.261], [2.262, 1.142, 2.340], [-2.738, -3.929, -1.339], [0.787, -1.020, 0.814], [1.563, 3.992, -0.465], [0.492, -0.158, -0.550], [-1.991, -0.030, 0.408], [0.465, -1.208, 0.522], [-0.045, -0.722, 1.704], [0.261, 0.420, 0.521], [0.135, -0.697, 1.230], [-0.227, -0.795, -1.281], [0.797, 0.025, -1.279], [-0.393, -1.004, 1.027], [-1.415, 0.640, -0.156], [-0.487, 0.060, -0.226], [0.068, 0.742, 0.149], [-0.346, -0.242, -0.504], [-0.818, -0.396, 0.326], [-0.273, -0.017, -0.785], [0.735, -0.218, -1.615], [-0.442, 1.462, 0.286], [1.503, -0.471, 0.118], [0.095, 1.368, -0.026], [-0.930, -0.213, -1.215], [1.154, -0.931, -0.719], [-0.479, 0.166, -0.131], [1.045, -0.561, 0.547], [-0.236, 0.167, 0.027], [-0.040, -0.189, -0.229], [0.023, -0.010, 0.015], [0.017, 0.268, 0.180], [-0.182, 0.076, -0.229], [0.024, -0.012, -0.027], [-0.046, 0.011, -0.095], [-0.079, 0.047, -0.062], [-0.097, 0.058, 0.019], [-0.002, 0.026, 0.023], [0.004, 0.223, -0.100], [-0.124, -0.852, 0.134], [0.160, 0.136, -0.117], [-0.286, 0.097, 0.057], [0.019, -0.051, -0.022], [0.245, -0.017, -0.120], [-0.124, 0.196, -0.029], [-0.030, 0.013, 0.054], [-0.036, 0.088, 0.001], [0.012, 0.103, 0.002], [0.084, 0.062, -0.010], [0.057, -0.005, 0.007], [0.057, -0.009, 0.085], [-0.313, 0.196, -0.555], [-0.089, -0.079, 0.132], [0.292, 0.107, -0.025], [-0.040, 0.052, -0.044], [-0.268, -0.125, 0.168], [0.208, 0.076, 0.072], [0.061, 0.026, -0.014], [0.095, -0.019, 0.038], [0.033, -0.053, 0.069], [0.016, -0.120, 0.144], [-0.016, -0.087, 0.003], [0.018, -0.003, -0.018], [-0.361, -0.031, 0.469], [0.108, -0.165, -0.067], [-0.011, 0.341, 0.000], [0.073, -0.126, -0.023], [0.047, -0.199, 0.010], [0.021, 0.145, -0.069], [0.002, 0.070, -0.007], [0.056, 0.019, -0.137], [0.005, 0.097, -0.043], [0.066, -0.054, -0.059], [-0.001, -0.069, -0.011], [0.088, 0.037, -0.108], [-0.480, -0.045, 0.591], [0.112, -0.152, -0.068], [-0.006, 0.317, -0.092], [-0.027, -0.016, 0.066], [0.063, -0.322, 0.021], [0.010, 0.175, -0.148], [0.003, 0.065, -0.002], [0.033, 0.060, -0.077], [0.049, -0.003, -0.074], [0.058, -0.042, -0.032], [-0.035, -0.125, 0.041], [0.032, -0.048, 0.127], [-0.264, 0.219, -0.634], [-0.103, -0.093, 0.138], [0.331, 0.115, -0.029], [-0.068, 0.012, -0.047], [-0.231, -0.127, 0.143], [0.178, 0.020, 0.071], [0.110, 0.069, -0.027], [0.082, -0.015, 0.035], [0.050, -0.029, 0.082], [-0.031, -0.039, 0.090], [-0.048, -0.044, 0.017]],
  "gap_ev": 6.58,
  "lumo_ev": -4.03,
  "homo_ev": -10.611,
  "total_charge": 1,
  "energy_ev": -96202.4853
}